(1)
20
Properties=species:S:1:pos:R:3:forces:R:3 method="wB97M-V/def2-TZVPD" spin_multiplicity=1 lumo_ev="-3.9 / -3.9" homo_lumo_gap_ev="8.43 / 8.43" total_charge=+1 e_tot_ev=-8366.7322 relative_energy_kcal_mol=94.04 e_homo_ev="-12.3 / -12.3"
C -2.2791 0.0295 -0.5480 -0.593 0.035 1.986
C 2.4278 -0.5195 -0.4450 -1.614 -0.831 -0.988
C 0.8433 1.3468 0.5251 0.719 -0.321 0.686
C -0.3457 -1.2874 0.0857 1.808 3.032 0.948
C 1.4226 -0.0329 0.5496 -3.330 -2.463 1.327
N -3.4424 0.6070 -0.2256 -3.501 -0.923 1.738
N -1.6653 -0.7880 0.3051 -0.329 1.508 -0.565
H -1.8369 0.4049 -1.4707 0.249 -0.621 0.186
H 2.7125 -1.5904 -0.2395 0.676 1.533 0.131
H 1.8504 -0.6626 -1.3813 0.434 0.387 0.111
H 3.1383 0.2906 -0.6723 0.461 -0.852 0.360
H 0.4183 1.6297 -0.4469 -0.213 -0.070 0.390
H 1.7711 1.9325 0.6224 -0.503 0.626 0.306
H 0.1744 1.4617 1.4367 0.723 0.312 -1.456
H -0.4010 -1.5341 -0.9024 1.060 -0.520 -2.921
H -0.0738 -2.1247 0.6171 -0.047 -1.787 1.542
H 1.5364 -0.3937 1.6316 0.078 0.444 -1.707
H -4.0226 1.1374 -0.8544 0.958 0.323 -0.957
H -4.2486 0.2688 0.4675 3.271 0.255 -1.252
H -2.0641 -0.8748 1.2257 -0.308 -0.066 0.137

***

(2)
47
Properties=species:S:1:pos:R:3:forces:R:3 method="wB97M-V/def2-TZVPD" spin_multiplicity=1 lumo_ev=1.6 homo_lumo_gap_ev=4.19 total_charge=-1 e_tot_ev=-32995.9949 e_homo_ev=-2.6
C 4.6468 -2.0033 1.1711 -0.006 0.305 0.468
C 4.5001 -0.4874 1.0021 -0.153 -0.295 -0.293
O 3.7297 0.0447 2.0800 -0.089 0.206 -0.083
C 3.8309 -0.1376 -0.3567 0.253 -0.175 0.119
C 2.4437 0.4003 -0.2276 0.197 -0.008 -0.067
C 2.1901 1.6856 -0.0191 0.400 -0.358 -0.018
C 0.8188 2.2006 0.0699 -0.093 -0.757 0.178
O 0.5950 3.3670 -0.0979 -0.076 1.150 -0.128
C -0.2268 1.1983 0.3892 -0.656 -0.302 0.151
C -1.4599 1.5935 0.9118 -0.057 0.066 -0.050
O -1.7479 2.9227 1.1310 0.459 -0.202 0.128
C -2.4449 0.6476 1.1905 0.207 -0.537 -0.019
C -2.2032 -0.7004 0.9980 0.679 0.695 -0.036
C -0.9626 -1.1390 0.5047 -0.356 -0.033 -0.139
C -0.7527 -2.6359 0.4266 0.314 -0.174 0.006
B -0.0486 -2.9920 1.8022 -0.423 -0.222 -0.205
O -0.8585 -3.0711 2.9378 0.684 0.314 0.151
O 1.3190 -3.1912 1.9240 -0.174 0.225 -0.078
C 0.0134 -0.1860 0.1882 -0.253 0.211 0.031
C 1.3263 -0.5705 -0.3922 -0.236 0.376 0.287
O 1.5376 -1.6064 -0.9777 0.081 -0.571 -0.195
H 5.6356 -2.3380 0.8712 0.021 -0.154 -0.301
H 3.8675 -2.5445 0.6445 -0.034 -0.131 -0.141
H 4.5420 -2.2340 2.2292 0.071 -0.106 0.135
H 5.4881 -0.0316 0.9974 0.153 0.111 0.167
H 4.3279 0.3077 2.7813 0.027 -0.048 0.105
H 4.4434 0.5567 -0.9231 0.099 0.269 0.091
H 3.8080 -1.0576 -0.9283 -0.146 -0.064 -0.258
H 3.0123 2.3806 0.0638 -0.061 0.321 -0.076
H -2.0793 2.9962 2.0298 -0.284 0.045 -0.026
H -3.4085 0.9733 1.5488 -0.132 0.108 -0.095
H -2.9687 -1.4266 1.2121 -0.180 -0.063 -0.061
H -1.7184 -3.1264 0.3692 -0.248 0.039 0.076
H -0.1834 -2.9264 -0.4443 0.183 0.057 -0.054
H -1.1652 -2.1845 3.1572 -0.488 -0.131 0.007
H 1.7357 -2.3502 2.1469 0.316 -0.156 0.139
C -4.3550 1.1271 -3.8039 -0.148 0.384 -0.205
C -4.2047 1.4316 -2.2957 0.626 -0.706 -0.089
C -2.9036 2.2325 -2.0849 -0.099 0.467 -0.186
O -4.1805 0.2904 -1.5610 -0.288 0.314 0.216
H -3.5241 0.5049 -4.1462 0.036 -0.069 0.092
H -5.2875 0.5881 -3.9882 0.016 -0.063 0.070
H -4.3699 2.0457 -4.4155 0.003 -0.071 0.048
H -5.0346 2.1508 -2.0548 -0.091 -0.102 0.119
H -2.0338 1.6400 -2.3851 -0.045 -0.137 0.018
H -2.8110 2.4743 -1.0279 0.014 0.043 -0.033
H -2.8785 3.1806 -2.6481 -0.023 -0.069 0.035

***

(3)
45
Properties=species:S:1:pos:R:3:forces:R:3 method="wB97M-V/def2-TZVPD" spin_multiplicity=1 lumo_ev=-3.5 homo_lumo_gap_ev=6.57 total_charge=+1 e_tot_ev=-39278.9352 e_homo_ev=-10.1
C 0.9091 2.9078 1.2776 3.437 2.629 -5.966
H 0.1577 2.7625 0.5187 -0.873 0.382 0.255
H 1.2843 4.0529 1.2037 -0.798 -3.031 0.584
H 0.6548 2.5359 2.1738 -0.462 -1.183 3.346
O 2.0356 2.0748 0.5587 -3.534 8.504 3.496
C 1.9235 0.8213 0.5637 -1.395 -1.970 0.632
C 0.7752 0.0058 0.9740 2.309 6.140 -1.796
C 0.8744 -1.2225 0.5023 -2.514 0.073 3.471
C 1.9849 -1.8148 0.0377 3.174 2.455 -0.683
C 3.2106 -1.1332 -0.1898 -2.303 1.549 0.131
C 3.0899 0.5089 0.0113 2.350 -12.129 -1.882
O 4.1834 1.0880 -0.4147 0.562 -13.862 5.855
C 4.2734 2.1637 -0.8350 0.548 18.664 -2.331
H 4.1605 3.1097 0.1630 0.818 -1.953 -2.332
H 5.2054 2.5026 -1.3276 -0.424 -0.839 0.038
H 3.3799 2.4946 -1.3162 -0.375 0.613 -1.453
O 4.2274 -2.0054 -0.5909 -2.072 3.004 0.669
C 5.4153 -1.3620 -0.9191 2.965 2.673 -2.351
H 5.4850 -0.5463 -1.9342 -1.106 -2.241 2.859
H 5.8813 -0.7210 -0.0546 -0.776 -1.706 -1.521
H 6.0121 -2.1828 -1.3421 0.425 0.423 0.843
H 1.9846 -2.8108 0.1421 0.400 -3.807 -0.346
C -0.3361 -1.9524 0.9548 -0.594 -1.722 -0.765
H -0.9074 -1.6703 1.9693 1.503 -0.632 -2.625
H -0.0686 -2.9485 0.7763 0.412 -2.322 1.974
N -1.1733 -1.9008 -0.2731 -3.532 1.137 0.114
H -0.6931 -2.2812 -1.1077 0.273 1.284 0.631
C -2.4189 -2.6266 -0.2765 -2.900 -7.433 2.575
C -3.6384 -2.2711 0.7621 10.273 11.769 -5.469
H -3.1240 -1.7703 1.5995 -1.142 -0.144 0.037
H -4.1990 -2.9334 0.9288 -7.609 -9.936 2.665
S -4.7621 -1.1075 -0.2989 0.661 0.981 1.475
C -3.7212 0.3741 -0.2704 -4.823 -1.987 -2.277
N -2.4522 0.2710 -0.2198 -0.379 5.057 0.675
N -2.1363 1.6138 -0.3320 3.218 4.617 0.431
N -3.0858 2.5901 -0.4738 1.263 -9.670 -0.513
N -4.1731 1.6018 -0.6641 -0.474 0.526 3.854
C -5.5384 2.0916 -0.4038 4.113 -0.120 -11.303
H -6.1993 1.7159 0.1298 -4.922 -3.895 6.030
H -6.0387 1.8907 -1.5474 0.855 0.614 2.897
H -5.4310 3.0810 -0.4578 0.003 3.973 0.603
H -1.7350 -0.7974 -0.0381 1.409 0.022 -2.339
H -2.9328 -2.9394 -1.2337 1.286 1.267 0.543
H -2.2174 -3.9209 0.1437 -0.025 3.622 -1.059
H -0.1264 0.6603 1.1302 0.773 -1.396 0.327

***

(4)
25
Properties=species:S:1:pos:R:3:forces:R:3 method="wB97M-V/def2-TZVPD" spin_multiplicity=1 lumo_ev="-5.1 / -5.1" homo_lumo_gap_ev="7.56 / 7.56" total_charge=+1 e_tot_ev=-13547.8435 relative_energy_kcal_mol=172.74 e_homo_ev="-12.7 / -12.7"
C 3.4217 -1.3188 -0.1562 -2.285 -3.916 0.032
C 2.1039 -1.5174 -0.1626 1.201 0.553 0.792
C 3.8273 -0.0304 0.0961 1.284 1.879 -1.212
C 3.0763 1.0394 0.2547 -0.632 0.685 0.525
C 0.8553 1.7563 0.9173 -2.811 0.645 0.629
C 1.2011 -0.4361 0.0828 -2.236 0.566 -0.785
C -1.4896 1.1086 0.7559 2.061 0.618 0.338
C -1.2587 -0.2323 0.0317 -3.025 3.169 -0.568
C -2.2648 -1.0470 0.7939 -1.981 1.189 1.509
C -1.8615 -0.1404 -1.4285 0.849 0.061 -0.968
N 0.0050 -0.7648 -0.0131 0.124 -1.489 0.135
N 1.6719 0.9354 0.3500 -0.439 -0.572 1.412
H 4.0070 -2.2371 -0.2838 0.521 0.966 0.034
H 1.5553 -2.4187 -0.1682 -0.001 -1.053 -0.522
H 4.7918 0.1426 -0.2382 2.248 0.789 0.383
H 3.3785 2.0465 0.3494 0.803 0.726 -0.054
H 1.0927 2.7367 1.4856 0.317 -1.658 -1.512
H -1.7876 0.9509 1.8449 0.872 0.904 -1.444
H -1.9768 1.9518 0.1798 0.864 -0.845 0.911
H -2.4666 -1.8871 0.1991 -0.442 -1.724 0.027
H -3.2663 -0.5051 1.0269 1.253 -0.364 -1.533
H -2.0697 -1.1203 1.8521 1.122 -1.235 0.251
H -2.9735 -0.0015 -1.4556 1.115 0.255 0.315
H -1.6735 -1.0769 -1.9862 -0.047 0.162 0.583
H -1.3095 0.6130 -2.0540 -0.735 -0.311 0.722

***

(5)
16
Properties=species:S:1:pos:R:3:forces:R:3 method="wB97M-V/def2-TZVPD" spin_multiplicity=1 lumo_ev=0.7 homo_lumo_gap_ev=10.48 e_tot_ev=-10093.4213 relative_energy_kcal_mol=54.70 e_homo_ev=-9.8
C 0.4164 0.2629 0.1764 0.695 -0.785 -2.053
C -0.1916 -1.0224 -0.0984 -0.632 -0.510 0.989
C 0.3173 1.2229 -0.9556 -3.590 3.125 -0.846
C 1.5457 0.3442 1.1262 -0.106 -0.504 1.574
C -0.4382 -2.2545 -0.5206 -0.248 3.284 1.752
O -0.8852 -0.1449 0.7255 0.447 0.157 -0.246
F -3.2771 0.7553 0.3875 0.269 0.126 -0.377
H -0.2127 2.1278 -0.4597 0.906 -0.898 -0.778
H -0.4945 0.9328 -1.7222 1.352 -0.009 1.151
H 1.1190 1.6955 -1.5527 0.289 -0.965 0.882
H 2.4429 0.0364 0.6443 0.806 -0.098 -0.749
H 1.3169 -0.5233 1.7783 0.469 0.934 0.563
H 1.7902 1.3149 1.6477 -0.872 -1.036 -0.485
H 0.2143 -2.6085 -1.1965 2.035 -1.786 -2.113
H -2.3633 0.5878 0.2001 -0.520 -0.135 0.510
H -1.3000 -2.7271 -0.1803 -1.302 -0.900 0.228

***

(6)
15
Properties=species:S:1:pos:R:3:forces:R:3 method="wB97M-V/def2-TZVPD" spin_multiplicity=3 lumo_ev="-0.5 / -4.9" homo_lumo_gap_ev="5.53 / 5.14" e_tot_ev=-17068.6299 relative_energy_kcal_mol=0.00 e_homo_ev="-6.0 / -10.1"
C 1.2076 0.1361 -0.3069 1.147 3.885 1.653
C -1.2686 -1.4145 0.5246 4.161 -1.222 -0.775
C -0.1732 0.2949 -0.7354 -1.406 -0.314 0.767
N 1.5300 -1.1235 -0.0799 0.683 -3.482 0.207
N -0.7289 1.5012 -0.0069 0.118 -3.343 -1.547
O -0.1354 2.5493 -0.1160 3.794 4.281 -0.489
O -1.7208 1.3248 0.6370 -3.341 -0.705 2.426
O 1.9881 1.1857 -0.0588 -0.754 -2.030 -0.369
O -1.0990 -0.7127 -0.7123 0.929 -0.616 -0.175
F 2.8066 -1.3840 0.2095 0.182 0.877 0.080
H -0.2452 -1.3132 1.0887 -2.459 -0.176 -0.255
H -1.4020 -2.4862 0.3318 0.290 0.205 -0.316
H -2.1257 -1.0818 0.9465 -2.202 1.349 1.915
H -0.0203 0.5050 -1.7388 -0.476 1.285 -2.727
H 1.3868 2.0189 0.0169 -0.666 0.005 -0.394

***

(7)
16
Properties=species:S:1:pos:R:3:forces:R:3 method="wB97M-V/def2-TZVPD" spin_multiplicity=1 lumo_ev=1.0 homo_lumo_gap_ev=8.63 e_tot_ev=-7287.4126 relative_energy_kcal_mol=73.95 e_homo_ev=-7.6
C 1.7639 0.4177 0.5893 3.464 4.359 0.056
C 0.7375 0.5986 -0.4860 0.193 1.877 -0.779
C -0.5619 0.1349 0.1315 -1.109 2.307 -1.211
C -1.5355 0.0404 -0.7967 0.133 -0.645 -0.331
N -2.6007 -0.8208 -0.7334 -0.772 1.165 -2.176
N 1.7300 -0.8912 0.9994 2.165 -4.449 3.073
H 1.5881 1.1852 1.4187 0.124 -0.619 -0.853
H 2.8166 0.6797 0.1398 -1.661 -0.349 0.909
H 0.7606 1.6561 -1.0198 -0.141 -1.563 1.600
H 1.0296 -0.0360 -1.3316 -0.273 -0.304 0.315
H -0.8777 0.4678 1.1360 0.654 -1.164 -0.004
H -1.4453 0.6429 -1.7106 0.338 -1.112 -0.348
H -3.2574 -0.7373 -1.5360 0.384 -0.019 1.471
H -2.9619 -0.8733 0.1804 -0.957 -0.640 1.059
H 2.0077 -1.3256 1.9706 0.378 2.269 -2.337
H 0.8066 -1.1392 1.0483 -2.921 -1.114 -0.445

***

(8)
82
Properties=species:S:1:pos:R:3:forces:R:3 method="wB97M-V/def2-TZVPD" spin_multiplicity=1 lumo_ev=0.6 homo_lumo_gap_ev=10.19 e_tot_ev=-59969.5260 e_homo_ev=-9.6
C 6.8097 -0.9941 0.8795 0.080 0.047 0.025
C 6.3199 -0.9966 -0.5830 0.040 -0.071 -0.095
C 4.8027 -0.8078 -0.7331 0.049 0.062 -0.127
C 4.3106 0.5896 -0.3204 0.013 -0.012 0.072
C 4.4826 1.6427 -1.4201 0.139 0.000 -0.081
C 3.3451 1.7870 -2.4790 0.091 0.073 -0.064
C 2.1377 0.8233 -2.4291 -0.039 -0.007 -0.171
C 0.7755 1.4875 -2.1246 -0.017 -0.092 0.110
C 0.1449 1.1150 -0.7534 0.139 0.299 0.118
B -1.4277 1.2304 -0.8314 0.028 0.090 -0.257
C -2.2598 0.3929 -1.8813 -0.177 -0.381 0.348
C -1.7403 -1.0302 -2.1589 0.006 -0.089 -0.027
C -2.1253 -1.9936 -1.0143 -0.298 -0.033 0.030
C -1.1443 -3.1028 -0.6503 -0.040 -0.228 -0.207
O -0.3070 -2.7061 0.4208 -0.007 0.573 0.047
C 1.0758 -2.8947 0.2459 0.159 -0.216 -0.041
C -2.1798 2.1921 0.1515 -0.018 0.395 -0.351
C -2.5344 1.3347 1.3849 -0.220 -0.252 0.105
C -1.5981 1.5285 2.5784 0.130 -0.158 0.121
C -0.4218 0.5292 2.5183 -0.375 -0.187 -0.084
S 1.1981 1.2450 2.6456 -0.137 0.013 0.215
O 2.1338 0.4863 1.8715 -0.230 0.241 0.284
O 1.1366 2.6736 2.6001 0.288 -0.258 -0.240
Cl 1.6112 0.7752 4.6045 0.251 0.126 0.299
H 7.1719 -1.9836 1.1796 -0.117 0.152 -0.011
H 6.0124 -0.7052 1.5719 0.070 -0.062 -0.078
H 7.6355 -0.2910 1.0370 -0.135 -0.124 -0.042
H 6.8439 -0.2208 -1.1550 -0.115 -0.055 0.076
H 6.6016 -1.9487 -1.0510 -0.043 0.174 0.026
H 4.3012 -1.5860 -0.1458 -0.020 0.079 0.026
H 4.5244 -0.9841 -1.7835 0.021 -0.016 0.173
H 3.2689 0.5414 0.0095 0.271 0.069 -0.124
H 4.8729 0.9285 0.5615 -0.114 -0.146 -0.121
H 5.4169 1.4264 -1.9564 -0.087 0.059 0.123
H 4.6447 2.6152 -0.9406 -0.094 -0.112 -0.113
H 2.9683 2.8169 -2.4241 0.024 -0.200 -0.013
H 3.7933 1.7034 -3.4761 -0.015 0.065 0.174
H 2.0652 0.3210 -3.4027 0.004 0.069 0.169
H 2.2953 0.0268 -1.7027 0.085 -0.027 -0.001
H 0.8971 2.5753 -2.1546 -0.087 -0.073 -0.056
H 0.0727 1.2427 -2.9281 0.064 -0.017 0.073
H 0.5365 1.8020 0.0182 0.012 -0.284 -0.265
H 0.4568 0.1015 -0.4559 -0.051 0.064 -0.207
H -3.2994 0.3145 -1.5281 0.105 0.068 -0.163
H -2.3475 0.9760 -2.8113 0.121 -0.005 0.125
H -2.1814 -1.4065 -3.0910 0.169 0.007 0.109
H -0.6524 -1.0324 -2.3059 -0.079 0.046 0.062
H -2.3134 -1.4240 -0.0947 0.054 -0.140 -0.091
H -3.0817 -2.4720 -1.2633 0.068 0.181 0.027
H -1.6931 -4.0022 -0.3401 0.041 0.078 -0.027
H -0.5299 -3.3820 -1.5175 -0.085 0.035 0.030
H 1.3931 -3.8374 0.7081 0.086 -0.006 -0.079
H 1.6126 -2.0739 0.7274 -0.055 0.004 -0.005
H 1.3423 -2.9198 -0.8181 0.054 0.055 0.119
H -1.5383 3.0309 0.4487 -0.198 -0.023 0.059
H -3.1021 2.5981 -0.2865 0.170 -0.093 0.061
H -2.5025 0.2658 1.1245 -0.201 0.101 0.082
H -3.5710 1.5141 1.6833 0.143 0.095 0.023
H -1.2260 2.5557 2.6157 -0.048 -0.136 -0.031
H -2.1525 1.3590 3.5068 0.160 -0.060 -0.096
H -0.3830 -0.0486 1.5839 -0.029 0.223 0.179
H -0.4916 -0.2002 3.3266 0.038 0.035 -0.209
C -5.4871 3.7735 -3.4186 0.066 -0.062 0.003
C -6.0566 2.5412 -2.7569 -0.019 0.073 0.006
O -5.3825 1.5582 -2.5625 -0.011 -0.024 0.002
C -7.5086 2.6045 -2.3473 0.032 -0.089 0.020
H -4.4407 3.6093 -3.6636 -0.004 0.003 0.000
H -6.0458 4.0030 -4.3276 -0.025 0.027 0.010
H -5.5773 4.6321 -2.7510 -0.032 0.016 -0.010
H -8.1355 2.7945 -3.2201 -0.006 0.037 0.000
H -7.6639 3.4258 -1.6456 -0.010 0.029 -0.021
H -7.8014 1.6661 -1.8834 -0.003 0.005 -0.001
C 0.0633 -2.6463 4.9339 -0.123 0.064 -0.113
C -1.1769 -2.9548 4.1292 -0.013 -0.010 -0.031
O -1.8823 -2.0721 3.6958 -0.001 0.024 0.040
C -1.5006 -4.4085 3.8973 -0.041 0.044 -0.050
H 0.1841 -1.5689 5.0075 0.043 -0.042 0.089
H -0.0260 -3.0777 5.9323 0.042 -0.031 -0.001
H 0.9444 -3.0771 4.4557 0.005 -0.053 0.022
H -1.6259 -4.9200 4.8531 0.032 -0.019 0.010
H -0.6770 -4.8916 3.3689 0.023 -0.010 0.016
H -2.4115 -4.4948 3.3108 0.005 0.003 0.000